C32H42BBrN10OV | ωB97M-V/def2-TZVPD

The total charge is +1. For the energy above the lowest of the compared OMol25 structures with the same formula, charge and spin, the calculation gives 0.0 kcal per mole. As for the multiplicity: 3. The calculation puts the total energy at -5410.27430 hartree. As for the LUMO energy (alpha / beta): -3.100 / -2.556 eV. For the HOMO energy (alpha / beta), the calculation gives -11.223 / -11.541 eV.

Cartesian coordinates (Å):
V -0.043 0.072 0.388
C -3.669 -0.213 -0.913
C -4.134 0.730 0.190
C -4.680 2.032 -0.415
C -3.155 1.066 1.294
C -3.587 1.676 2.478
C -2.452 1.889 3.219
N -1.401 1.437 2.523
N -1.824 0.906 1.333
B 0.063 1.465 3.023
N 0.639 0.040 3.142
C 0.968 -0.549 4.291
C 1.445 -1.809 4.015
C 1.379 -1.945 2.629
N 0.871 -0.811 2.092
C 1.947 -3.172 1.950
C 3.466 -3.028 1.779
C 1.289 -3.652 0.664
N 0.933 2.270 2.054
C 1.609 3.407 2.249
C 2.243 3.738 1.073
C 1.902 2.726 0.166
N 1.112 1.830 0.779
C 2.343 2.646 -1.266
C 1.924 3.900 -2.037
C 3.864 2.469 -1.333
H -4.391 -0.185 -1.731
H -3.618 -1.243 -0.564
H -2.697 0.072 -1.315
H -4.967 0.244 0.707
H -3.908 2.544 -0.992
H -5.040 2.716 0.352
H -5.508 1.808 -1.089
H -4.601 1.922 2.744
H -2.312 2.332 4.191
H 0.074 1.976 4.104
H 0.845 -0.026 5.225
H 1.812 -2.542 4.713
H 1.799 -3.961 2.693
H 3.716 -2.303 1.006
H 3.895 -3.986 1.484
H 3.941 -2.713 2.709
H 1.339 -2.905 -0.126
H 0.248 -3.930 0.828
H 1.816 -4.539 0.310
H 1.592 3.896 3.210
H 2.872 4.592 0.889
H 1.863 1.784 -1.722
H 2.368 4.797 -1.602
H 0.840 4.029 -2.044
H 2.264 3.830 -3.072
H 4.371 3.358 -0.953
H 4.181 2.314 -2.365
H 4.193 1.614 -0.742
C -1.965 -4.112 -2.727
C -2.045 -3.559 -1.333
C -2.789 -4.160 -0.327
C -2.788 -3.605 0.937
C -2.040 -2.461 1.171
Br -2.102 -1.801 2.938
N -1.314 -1.856 0.230
C -1.343 -2.417 -0.992
H -2.822 -4.747 -2.946
H -1.063 -4.715 -2.849
H -1.930 -3.314 -3.467
H -3.367 -5.054 -0.526
H -3.355 -4.042 1.746
H -0.755 -1.922 -1.746
N 4.984 -1.600 -4.851
C 4.166 -1.369 -4.078
C 3.141 -1.075 -3.112
C 1.837 -0.819 -3.534
C 0.857 -0.527 -2.602
C 1.131 -0.489 -1.232
C 2.451 -0.729 -0.841
C 3.449 -1.027 -1.758
H 1.606 -0.844 -4.592
H -0.142 -0.300 -2.959
H 2.725 -0.655 0.205
H 4.466 -1.207 -1.433
N -1.753 2.892 -2.545
C -1.244 2.507 -1.353
N -1.214 3.422 -0.369
O -0.837 1.340 -1.214
H -2.027 3.839 -2.738
H -1.717 2.235 -3.303
H -1.454 4.383 -0.533
H -0.793 3.175 0.511